[1]
# C3H7ClN3

A 2-piece molecular cluster, C3H7ClN3 overall in a non-equilibrium geometry (ωB97M-V/def2-TZVPD, OMol25).

Atoms and positions in Å:
C (-0.307, 1.076, 0.320)
C (1.539, 0.165, -0.554)
C (-1.761, -0.854, 0.470)
N (0.524, -0.728, -0.418)
N (-0.601, -0.187, 0.166)
N (0.929, 1.367, -0.133)
Cl (3.031, -0.445, 0.205)
H (-0.865, 1.758, 0.872)
H (2.328, 0.426, -2.274)
H (-2.481, -0.904, -0.288)
H (-1.769, -1.898, 0.739)
H (-2.466, -0.382, 1.246)
H (0.516, -1.722, -0.424)
H (1.385, 2.329, 0.074)

Net charge ... +1
Max |F| ... 5.20 eV/Å
Energy above the lowest of the compared OMol25 structures with the same formula, charge and spin ... 119.4 kcal/mol
HOMO level (spin up / spin down) ... -12.66 / -12.67 eV

Löwdin population analysis, charges in e, atoms 1 to 6: number 1, C, carries 0.00; number 2, C, carries -0.78; number 3, C, carries -0.01; number 4, N, carries 0.06; number 5, N, carries -0.09; number 6, N, carries 0.10



[2]
# C3H7ClN5

An isolated ion of composition C3H7ClN5 and charge +1 in a non-equilibrium geometry (ωB97M-V/def2-TZVPD, OMol25).

Atoms and positions in Å:
C (0.075, -1.349, -0.039)
C (0.944, 0.917, 0.034)
C (0.932, -0.356, -0.827)
N (0.711, -2.348, 0.395)
N (1.795, 1.155, 0.917)
N (-1.274, -1.042, 0.114)
N (-0.127, 1.718, -0.104)
N (-1.811, 0.029, -0.359)
Cl (-3.366, 0.241, 0.176)
H (2.026, -0.661, -0.941)
H (0.753, -0.026, -1.865)
H (0.234, -3.037, 0.950)
H (1.735, 1.950, 1.534)
H (-1.830, -1.767, 0.539)
H (-0.268, 2.551, 0.428)
H (-0.531, 2.027, -0.953)

SMILES ... [H]/N=C(\N)CC(=N/[H])/[NH+]=N/Cl
Net charge ... +1
Max |F| ... 4.53 eV/Å
Energy above the lowest of the compared OMol25 structures with the same formula, charge and spin ... 111.2 kcal/mol
HOMO level (spin up / spin down) ... -13.27 / -13.27 eV

Löwdin population analysis, charges in e, atoms 1 to 6: number 1, C, carries -0.35; number 2, C, carries -0.52; number 3, C, carries -0.05; number 4, N, carries 0.25; number 5, N, carries 0.18; number 6, N, carries 0.03



[3]
# C3H7ClNOPS

A 2-piece molecular cluster, C3H7ClNOPS overall in a non-equilibrium geometry (ωB97M-V/def2-TZVPD, OMol25).

Atoms and positions in Å:
C (0.980, 1.490, -1.830)
C (-1.343, -0.534, 1.368)
C (-2.692, -0.274, 1.802)
N (1.511, 0.433, -1.300)
O (-0.943, -0.605, 0.236)
P (3.253, 0.073, -0.850)
S (3.567, -1.293, -2.227)
Cl (2.654, -1.024, 0.881)
H (1.468, 2.431, -1.852)
H (0.253, 1.275, -2.665)
H (-0.673, -0.869, 2.160)
H (-3.031, -1.297, 1.992)
H (-3.218, 0.288, 0.965)
H (-2.861, 0.391, 2.759)
H (1.075, -0.486, -1.439)

Multiplicity ... 3
Max |F| ... 5.88 eV/Å
Energy above the lowest of the compared OMol25 structures with the same formula, charge and spin ... 8.6 kcal/mol
Expectation value of S² ... 2.010
HOMO level (spin up / spin down) ... -6.03 / -9.84 eV

Löwdin population analysis, charges in e, atoms 1 to 6: number 1, C, carries -0.19; number 2, C, carries -0.38; number 3, C, carries -0.07; number 4, N, carries -0.42; number 5, O, carries 0.02; number 6, P, carries 0.16



[4]
# C3H7ClNP

A 2-piece molecular cluster, C3H7ClNP overall in a non-equilibrium geometry (ωB97M-V/def2-TZVPD, OMol25).

Atoms and positions in Å:
C (-2.689, -1.230, 0.822)
C (1.308, 0.186, -1.015)
C (0.486, 1.111, -0.098)
N (-0.851, 1.227, -0.688)
P (-1.980, -1.596, -0.615)
Cl (-1.819, 1.874, 0.540)
H (-3.229, -1.769, 1.608)
H (-2.812, -0.295, 1.290)
H (1.450, 0.527, -2.064)
H (2.229, 0.203, -0.506)
H (0.799, -0.864, -0.996)
H (0.571, 0.724, 0.900)
H (0.732, 2.220, -0.081)

Multiplicity ... 3
Max |F| ... 2.75 eV/Å
Expectation value of S² ... 2.017
HOMO level (spin up / spin down) ... -7.66 / -9.77 eV

Löwdin population analysis, charges in e, atoms 1 to 6: number 1, C, carries -0.57; number 2, C, carries -0.12; number 3, C, carries -0.44; number 4, N, carries -0.44; number 5, P, carries 0.74; number 6, Cl, carries 0.59



[5]
# C3H7ClO2

A 2-piece molecular cluster, C3H7ClO2 overall in a non-equilibrium geometry (ωB97M-V/def2-TZVPD, OMol25).

Atoms and positions in Å:
C (-0.247, 0.007, 0.998)
C (-1.954, 0.474, -0.814)
C (-0.692, -0.284, -0.381)
O (-0.090, -1.188, -1.015)
O (3.140, -0.599, 0.557)
Cl (4.091, 0.523, -0.246)
H (2.668, -1.178, -0.194)
H (0.065, 1.083, 1.032)
H (0.637, -0.605, 1.237)
H (-2.083, 0.164, -1.905)
H (-1.626, 1.470, -0.726)
H (-2.932, 0.280, -0.300)
H (-0.977, -0.147, 1.756)

SMILES ... CC(C)=O.OCl
Max |F| ... 3.46 eV/Å
Energy above the lowest of the compared OMol25 structures with the same formula, charge and spin ... 65.2 kcal/mol
HOMO level ... -9.98 eV

Löwdin population analysis, charges in e, atoms 1 to 6: number 1, C, carries -0.04; number 2, C, carries -0.02; number 3, C, carries -0.47; number 4, O, carries 0.02; number 5, O, carries -0.64; number 6, Cl, carries 0.54



[6]
# C3H7ClO2P

C3H7ClO2P as an isolated structure in a non-equilibrium geometry (ωB97M-V/def2-TZVPD, OMol25).

Atoms and positions in Å:
C (0.355, -0.974, -1.170)
C (0.565, -0.228, 1.440)
C (0.609, 0.030, -0.054)
O (-2.595, -0.283, 0.371)
O (-1.076, 1.550, -1.759)
P (-1.014, 1.004, -0.380)
Cl (-0.830, 2.615, 0.827)
H (0.864, -1.882, -1.041)
H (-0.629, -1.088, -1.264)
H (0.561, -0.532, -2.101)
H (-0.260, -0.797, 1.605)
H (0.513, 0.668, 2.031)
H (1.475, -0.669, 1.827)
H (1.461, 0.587, -0.331)

Net charge ... -1
Max |F| ... 5.83 eV/Å
Energy above the lowest of the compared OMol25 structures with the same formula, charge and spin ... 101.9 kcal/mol
HOMO level (spin up / spin down) ... -4.08 / -4.08 eV

Löwdin population analysis, charges in e, atoms 1 to 6: number 1, C, carries -0.14; number 2, C, carries -0.16; number 3, C, carries -0.46; number 4, O, carries -0.67; number 5, O, carries -0.47; number 6, P, carries 0.34



[7]
# C3H7ClO2S

A 2-piece molecular cluster, C3H7ClO2S overall in a non-equilibrium geometry (ωB97M-V/def2-TZVPD, OMol25).

Atoms and positions in Å:
C (0.135, 1.082, 0.946)
C (0.993, 0.619, -0.302)
C (2.204, -4.414, -2.773)
O (-0.405, -1.357, -1.029)
O (1.295, -4.354, -3.477)
S (1.114, -1.172, -0.370)
Cl (3.252, -3.013, -2.520)
H (0.059, 2.173, 1.017)
H (-0.841, 0.637, 0.959)
H (0.548, 0.697, 1.870)
H (1.992, 0.961, -0.455)
H (0.524, 0.823, -1.343)
H (2.630, -5.312, -2.151)
H (-0.813, -2.079, -0.488)

SMILES ... O=CCl.CCSO
Max |F| ... 3.84 eV/Å
Energy above the lowest of the compared OMol25 structures with the same formula, charge and spin ... 12.4 kcal/mol
HOMO level ... -8.33 eV

Löwdin population analysis, charges in e, atoms 1 to 6: number 1, C, carries -0.14; number 2, C, carries -0.51; number 3, C, carries -0.72; number 4, O, carries -0.49; number 5, O, carries 0.04; number 6, S, carries 0.79



[8]
# C3H7ClO2Si

One molecule with the formula C3H7ClO2Si in a non-equilibrium geometry (ωB97M-V/def2-TZVPD, OMol25).

Atoms and positions in Å:
C (0.918, 1.931, -1.235)
C (-0.725, 0.000, 1.908)
C (-0.437, -1.515, -0.913)
O (1.064, 3.088, -1.264)
O (0.360, 1.318, -0.218)
Si (0.355, -0.241, 0.354)
Cl (2.338, -0.545, 0.565)
H (1.274, 1.237, -2.173)
H (-0.622, 0.497, 2.887)
H (-1.579, 0.430, 1.435)
H (-1.097, -1.005, 2.116)
H (-1.494, -1.582, -0.762)
H (-0.305, -1.175, -1.928)
H (-0.050, -2.437, -0.771)

SMILES ... C[Si](C)(Cl)OC=O
Max |F| ... 3.99 eV/Å
Energy above the lowest of the compared OMol25 structures with the same formula, charge and spin ... 17.2 kcal/mol
HOMO level ... -10.55 eV

Löwdin population analysis, charges in e, atoms 1 to 6: number 1, C, carries -0.48; number 2, C, carries -0.16; number 3, C, carries -0.13; number 4, O, carries 0.11; number 5, O, carries -0.16; number 6, Si, carries 0.12